Entry one
DFT (ωB97M-V/def2-TZVPD) results for a structure of composition C3H2F2O.

## Properties
Kohn-Sham gap (spin up / spin down) (eV): 6.32 / 8.11
Highest occupied orbital energy (spin up / spin down) (eV): -5.953 / -11.077
LUMO (spin up / spin down) (eV): 0.37 / -2.97

```
! wB97M-V def2-TZVPD RIJCOSX def2/J DEFGRID3
* xyz 0 3
F 2.5751 0.1785 0.0217
F -1.7096 1.1659 0.1801
O -2.4586 -0.9211 -0.0968
C 0.3923 -0.5474 -0.1435
C 1.2486 0.4048 0.0998
C -1.6007 -0.1348 -0.0207
H 0.5256 -1.5707 -0.4223
H 1.0272 1.4247 0.3817
*
```



Entry two
DFT (ωB97M-V/def2-TZVPD) results for the molecule C3H2F2O.

## Properties
Kohn-Sham gap (spin up / spin down) (eV): 8.07 / 7.57
Highest occupied orbital energy (spin up / spin down) (eV): -7.007 / -9.637
LUMO (spin up / spin down) (eV): 1.06 / -2.06

```
! wB97M-V def2-TZVPD RIJCOSX def2/J DEFGRID3
* xyz 0 3
F -1.4320 -0.9211 2.1228
F 1.1983 1.3597 -2.0820
O -0.2076 -0.8277 0.3035
C 0.5035 -0.2759 -0.6935
C 0.3533 1.0429 -1.0761
C -0.7176 -0.2007 1.2779
H -0.7060 0.8689 1.4188
H 1.0081 -1.0460 -1.2714
*
```



Relative energy of each structure, in kJ/mol: entry one 86.6; entry two 0.0.



Entry one
DFT (ωB97M-V/def2-TZVPD) results for the molecule C5H6N2S.

## Properties
Kohn-Sham gap (eV): 9.64
Highest occupied orbital energy (eV): -9.666
LUMO (eV): -0.02

```
! wB97M-V def2-TZVPD RIJCOSX def2/J DEFGRID3
* xyz 0 1
S -2.6264 0.0459 -0.5768
N 2.0666 -1.2244 -0.0627
N 2.7070 -0.0649 -0.4246
C 0.7974 -1.1066 0.1633
C -1.5296 -0.0486 0.8432
C -0.0684 0.0150 0.4672
C 2.0737 1.0815 -0.2465
C 0.7692 1.1916 0.3398
H 0.4349 2.2563 0.5975
H -3.6650 -0.2222 0.1860
H 2.7543 1.7994 -0.4782
H -1.6786 -0.9914 1.2425
H 0.2510 -2.0060 0.0651
H -1.7432 0.6574 1.6246
*
```



Entry two
DFT (ωB97M-V/def2-TZVPD) results for the molecule C5H6N2S.

## Properties
Kohn-Sham gap (eV): 8.06
Highest occupied orbital energy (eV): -7.942
LUMO (eV): 0.12

```
! wB97M-V def2-TZVPD RIJCOSX def2/J DEFGRID3
* xyz 0 1
S -0.0273 -0.2960 2.6135
N 0.4197 -0.2340 -1.6733
N 0.6661 -1.3574 -1.0396
C -0.6111 0.7423 0.0754
C -0.2877 0.8062 -1.2768
C -0.5705 1.8878 -2.2484
C 0.7056 -1.3685 0.2404
C -0.0508 -0.2734 0.9701
H 0.4512 -0.3238 -2.7604
H 0.9515 -2.2875 0.9495
H -1.6199 1.4468 -2.7398
H -1.3087 1.4751 0.3617
H 0.1909 1.8474 -3.1818
H -0.9410 2.9511 -2.0177
*
```



Entry three
DFT (ωB97M-V/def2-TZVPD) results for the molecule C5H6N2S.

## Properties
Kohn-Sham gap (eV): 7.96
Highest occupied orbital energy (eV): -8.702
LUMO (eV): -0.74

```
! wB97M-V def2-TZVPD RIJCOSX def2/J DEFGRID3
* xyz 0 1
S 2.4676 0.3612 0.3888
N 0.8188 1.1536 -1.4191
N -1.2738 -1.0799 -2.8560
C -0.2130 -0.1292 0.5207
C -1.1522 -0.6257 -0.2928
C -0.0574 -0.2557 2.0439
C 0.9556 0.4717 -0.2513
C -1.2158 -0.7800 -1.6936
H 0.7355 -1.0985 2.1248
H -1.0341 -0.7154 2.3874
H -2.0652 -0.9527 0.1717
H -0.0200 1.4217 -1.8354
H 1.6411 1.4891 -1.8841
H 0.4130 0.7399 2.5948
*
```



Entry four
DFT (ωB97M-V/def2-TZVPD) results for a structure of composition C5H6N2S.

## Properties
Kohn-Sham gap (eV): 8.63
Highest occupied orbital energy (eV): -7.829
LUMO (eV): 0.80

```
! wB97M-V def2-TZVPD RIJCOSX def2/J DEFGRID3
* xyz 0 1
S 2.4691 -0.7294 -0.0822
N 1.2158 1.5835 0.0907
N -0.1475 -1.7296 -0.0469
C -1.1424 0.7354 0.0291
C 2.3833 1.1408 -0.0245
C 0.3481 0.6079 0.1233
C 0.7868 -0.6763 -0.0818
C -1.7065 -0.5855 0.1047
H 3.4193 1.4350 -0.0378
H -1.6295 1.1837 1.0373
H -1.4457 1.2963 -0.8525
H -0.2427 -2.4014 -0.8125
H -1.9357 -0.7801 1.1540
H -2.3723 -1.0803 -0.6008
*
```



Relative energy of each structure, in kJ/mol: entry one 67.6; entry two 104.6; entry three 0.0; entry four 110.6.



Entry one
DFT (ωB97M-V/def2-TZVPD) results for the molecule C5H6N2S.

## Properties
Kohn-Sham gap (eV): 9.40
Highest occupied orbital energy (eV): -8.469
LUMO (eV): 0.94

```
! wB97M-V def2-TZVPD RIJCOSX def2/J DEFGRID3
* xyz 0 1
S -1.6550 0.0691 -1.6759
N 1.7057 0.7507 0.2346
N 1.7245 -0.0005 1.3368
C -0.1729 -0.4273 0.3471
C -1.4578 -0.9108 -0.1046
C 0.5662 0.5748 -0.3132
C -0.1915 1.3118 -1.4785
C 0.5885 -0.7487 1.4326
H 2.6779 -0.1175 1.6767
H 0.5665 -1.3322 2.3115
H -0.6735 2.1785 -1.2451
H -1.5894 -2.0118 -0.5488
H -2.3655 -0.5766 0.4858
H 0.2761 1.2407 -2.4591
*
```



Entry two
DFT (ωB97M-V/def2-TZVPD) results for the molecule C5H6N2S.

## Properties
Kohn-Sham gap (eV): 9.86
Highest occupied orbital energy (eV): -9.142
LUMO (eV): 0.72

```
! wB97M-V def2-TZVPD RIJCOSX def2/J DEFGRID3
* xyz 0 1
S 0.2692 2.4384 -0.5096
N -1.3150 -0.8698 1.0035
N -0.6499 0.1105 0.4424
C 1.2540 0.8421 -0.7806
C 0.7525 -1.5479 0.3553
C 0.5455 -0.2568 -0.0230
C -1.2914 1.5539 -0.2451
C -0.4968 -1.9155 0.9698
H 2.1942 0.7674 -0.2240
H 1.2435 0.5038 -1.8483
H -1.7675 2.1114 0.5247
H -0.7758 -2.9118 1.4020
H -1.5918 1.1350 -1.1914
H 1.6295 -1.9607 0.1244
*
```



Relative energy of each structure, in kJ/mol: entry one 0.0; entry two 75.5.



Entry one
DFT (ωB97M-V/def2-TZVPD) results for a structure of composition C38H42BrCsFNO2Sb2Se2.

## Properties
Kohn-Sham gap (eV): 3.64
Highest occupied orbital energy (eV): -0.425
LUMO (eV): 3.21

```
! wB97M-V def2-TZVPD RIJCOSX def2/J DEFGRID3
* xyz -2 1
Cs 1.6255 1.0253 1.5629
Sb -2.3967 -0.7142 1.4358
Sb 1.6249 -1.7101 -0.9324
Br -0.6487 3.9988 2.4131
Se 4.5403 2.8816 2.2813
Se 4.3788 -0.8993 7.0044
F -0.2864 -0.1858 0.4171
O 5.9985 2.6486 5.9620
O 3.6729 -0.5343 2.9858
N -0.1001 3.3981 -0.2198
C -1.0101 0.6557 -3.5776
C 0.2338 -1.8106 -3.7356
C -6.8462 -1.6556 1.6355
C -0.8448 4.7394 -3.6553
C 4.4811 -4.2105 -4.1784
C -5.6308 -1.0309 1.3710
C 4.5667 1.0466 4.6868
C -1.1283 -0.0965 -4.7377
C -0.7001 4.2929 0.5299
C -6.8767 -2.8898 2.2706
C -0.2789 0.1737 -2.5004
C 2.9393 -4.2796 -2.3273
C 3.7598 -4.9351 -3.2411
C -3.3259 1.9007 0.0771
C -0.1495 3.5727 -1.5393
C 5.9707 1.4774 5.1528
C 3.5626 -2.1796 -3.2769
C 0.5130 -3.4292 -0.2179
C 0.3677 -1.0549 -2.5709
C -3.8971 2.7289 -0.8832
C 4.3803 -2.8245 -4.1939
C -4.2529 0.8256 -2.2967
C -1.3946 5.5771 -1.3302
C 2.8207 -2.8917 -2.3313
C 3.7099 0.5833 5.8864
C -4.3583 2.1925 -2.0784
C -4.4166 -1.6179 1.7313
C 3.8540 2.2335 4.0077
C -1.3542 5.4117 0.0424
C -4.4744 -2.8568 2.3758
C -0.5508 -3.1020 0.8328
C -0.7959 4.6366 -2.1564
C -3.6862 0.0037 -1.3312
C 4.8450 -0.1036 3.7262
C -5.6814 -3.4916 2.6425
C -1.8073 -2.4293 0.2473
C -3.2102 0.5275 -0.1320
C -0.5136 -1.3399 -4.8090
H 6.3772 0.6672 5.7596
H 2.3830 -4.8719 -1.6096
H -1.8116 6.1203 0.7178
H -3.9761 3.7910 -0.6977
H -1.5699 -2.0098 -0.7306
H 0.7243 -2.7737 -3.8211
H -5.6891 -4.4547 3.1411
H 5.5955 0.2377 3.0089
H 6.5958 1.6381 4.2676
H -1.7070 0.2767 -5.5746
H 1.2850 -4.0780 0.2071
H -3.6169 -1.0618 -1.5246
H 0.3640 2.8265 -2.1315
H 3.4949 -1.0960 -3.3023
H -7.7741 -1.1775 1.3404
H -0.2490 0.7245 -1.5679
H -1.4864 3.9582 -4.0709
H -1.5190 1.6067 -3.4888
H -0.8407 -4.0196 1.3554
H 4.9431 -2.2453 -4.9162
H 3.9246 3.0921 4.6801
H -1.2393 5.7043 -3.9737
H -0.0919 -2.4657 1.5934
H -7.8220 -3.3784 2.4753
H 2.7232 0.3037 5.5068
H -2.6334 -3.1328 0.1286
H 5.6940 3.3743 5.4070
H -3.5490 -3.3444 2.6750
H -0.6077 -1.9451 -5.7033
H 5.2234 -0.9447 4.3142
H 5.1218 -4.7193 -4.8882
H 0.0745 -3.9454 -1.0772
H 2.7699 2.0594 3.9997
H -4.6055 0.3947 -3.2272
H -4.8040 2.8341 -2.8314
H -2.9712 2.3328 1.0066
H 4.0245 -0.9456 2.1896
H 3.8350 -6.0161 -3.2165
H -5.6326 -0.0711 0.8645
H -1.9019 6.4344 -1.7585
H 0.1468 4.6130 -4.0913
H 3.5690 1.4482 6.5389
*
```



Entry two
DFT (ωB97M-V/def2-TZVPD) results for a structure of composition C38H42BrCsFNO2Sb2Se2.

## Properties
Kohn-Sham gap (eV): 4.44
Highest occupied orbital energy (eV): -1.113
LUMO (eV): 3.33

```
! wB97M-V def2-TZVPD RIJCOSX def2/J DEFGRID3
* xyz -2 1
Cs -1.4898 -0.2247 -1.2426
Sb 2.4069 -1.8095 -0.1828
Sb 0.3694 2.5171 0.5344
Br 0.0593 -3.1099 -3.6116
Se -4.1693 1.5674 -1.6877
Se -5.3604 -3.6002 -0.4539
F 0.5908 -0.1737 -0.0248
O -7.9237 -1.3742 -0.1318
O -4.2448 -1.9331 -3.0900
N 0.9273 -0.5006 -3.6620
C -0.8041 1.7078 2.1260
C 5.5072 -2.8043 -0.1033
C 0.5333 -1.4756 -4.4490
C 0.7051 4.4128 1.5662
C 2.9591 -1.9162 2.8954
C 0.0558 6.1643 3.1210
C 1.4741 2.2801 -6.1468
C 1.2354 0.6693 -4.2247
C 0.7502 -0.1391 -6.3898
C -2.9623 0.9655 2.9372
C 4.9353 -5.3525 0.8202
C -0.1809 4.9337 2.5136
C -5.9601 -0.8861 -1.5812
C 3.0318 1.2786 -0.2708
C -1.0472 0.9074 4.3946
C 3.9189 -4.4218 0.6359
C 2.3052 1.7131 1.0166
C 1.9594 -1.9492 1.9226
C 6.2539 -5.0081 0.5381
C 6.5358 -3.7292 0.0748
C 0.3293 -2.3389 3.6747
C 1.1609 0.9161 -5.5881
C 4.1751 -3.1230 0.1758
C 1.1860 6.9023 2.7929
C 1.8330 5.1751 1.2446
C -2.1701 1.4931 1.9197
C 0.4278 -1.3602 -5.8264
C -5.1225 -1.6327 -0.5259
C 2.6492 -2.0645 4.2445
C 2.0770 6.4042 1.8493
C 3.7246 -0.0809 -0.1554
C -0.2505 1.4042 3.3713
C -7.4321 -1.3183 -1.4706
C -2.4028 0.6794 4.1762
C -5.4898 -1.2462 -3.0136
C 0.6404 -2.1534 2.3323
C 1.3319 -2.2859 4.6351
C -5.8838 0.6430 -1.3433
H -6.1733 0.8477 -0.3144
H -5.3213 -1.2078 0.4585
H 2.8965 -4.7113 0.8693
H -4.3631 -2.7474 -2.5593
H -4.0136 0.7848 2.7505
H -5.3586 -0.3279 -3.5862
H -8.0623 -0.6082 -2.0119
H -4.0892 -1.4468 -0.7707
H 0.6693 -0.0025 -7.4631
H -0.6447 6.5447 3.8556
H 2.5438 4.8002 0.5111
H -0.7008 -2.5021 3.9665
H -7.5348 -2.3004 -1.9397
H 7.0508 -5.7294 0.6783
H 1.5448 1.4539 -3.5377
H 1.3722 7.8576 3.2694
H -2.6453 1.7287 0.9655
H -7.4656 -2.1356 0.2592
H 3.9963 -1.7887 2.5998
H 2.3250 1.2265 -1.1043
H 1.0884 -2.4141 5.6843
H 2.0891 0.8453 1.6458
H 0.0880 -2.1953 -6.4221
H -0.6021 0.6685 5.3536
H 5.7654 -1.8123 -0.4604
H 3.7676 2.0465 -0.5404
H -0.1558 -2.1727 1.5956
H 3.4387 -2.0267 4.9866
H 2.9626 6.9719 1.5859
H 4.3361 -0.1404 0.7513
H -6.2636 -1.8538 -3.5010
H -1.0639 4.3666 2.7908
H 4.6994 -6.3471 1.1835
H 2.8973 2.4255 1.5973
H -6.6240 1.1299 -1.9816
H 4.3931 -0.2367 -1.0074
H 7.5593 -3.4471 -0.1486
H 0.8101 1.5538 3.5497
H -3.0193 0.2699 4.9682
H 0.6543 2.9743 -5.9477
H 2.3739 2.6968 -5.6914
H 1.6239 2.2387 -7.2258
*
```



Entry three
DFT (ωB97M-V/def2-TZVPD) results for a structure of composition C38H42BrCsFNO2Sb2Se2.

## Properties
Kohn-Sham gap (eV): 4.95
Highest occupied orbital energy (eV): -1.486
LUMO (eV): 3.47

```
! wB97M-V def2-TZVPD RIJCOSX def2/J DEFGRID3
* xyz -2 1
Cs 0.0427 0.7431 -0.3653
Sb 1.5474 -2.6322 -1.5909
Sb 3.0807 -2.8750 2.4105
Br -1.5360 3.7529 -2.6301
Se 2.2549 -0.4675 4.5365
Se -1.7931 2.1842 2.3821
F 0.4958 -0.6785 -2.6219
O -0.6890 2.4452 6.9415
O -2.2449 0.7748 5.3205
N -0.1110 2.2711 -4.4784
C -0.6647 -4.9186 -4.7154
C -0.6820 2.7100 3.9412
C -2.0048 1.1200 -3.5780
C 4.5190 0.6823 -0.7564
C -0.5516 -0.0085 -5.1161
C 0.1578 -1.8369 2.0292
C -0.9269 0.3748 4.9117
C 5.0875 -0.5804 -0.8148
C 2.9951 -2.2754 -3.1882
C 3.2011 -0.0247 1.1333
C 3.9798 -0.7426 -4.7933
C 3.7218 -1.3142 1.0528
C 0.3890 -4.1530 1.5114
C 0.4180 2.1059 6.1017
C -2.3189 -3.8076 -3.3794
C 3.0379 -1.0259 -3.8114
C -1.1619 2.2159 -3.6989
C -1.7523 -3.0813 1.2633
C 0.3337 -4.3742 -3.9156
C -0.0747 -1.2565 -5.7891
C 0.0330 -3.5324 -2.8482
C 3.6665 -4.5777 1.0681
C 3.6808 -4.7365 -0.4624
C -1.6822 -0.0061 -4.3073
C 0.0083 1.5748 4.7260
C -1.3113 -3.2616 -2.5948
C 1.2655 1.1495 3.9532
C -0.9591 -4.2168 1.1772
C 4.7012 -1.5600 0.0932
C -1.1932 -1.8899 1.7086
C 0.1769 1.1670 -5.1743
C 0.9779 -2.9555 1.9101
C 4.9088 -1.7001 -5.1770
C 2.3410 -4.6664 -1.2031
C 3.9388 -3.2241 -3.5840
C 3.5942 0.9650 0.2417
C -1.9978 -4.6365 -4.4485
C 4.8833 -2.9460 -4.5663
H 0.9814 -5.0559 1.4360
H -3.3573 -3.5868 -3.1570
H -1.3332 3.2686 4.6119
H -2.6225 1.2023 4.5263
H 0.9362 1.0254 2.9142
H -2.7807 -5.0593 -5.0676
H 1.5614 -5.1950 -0.6497
H 1.0411 1.3481 6.5886
H -0.9073 -1.8813 -6.1161
H 0.5812 -0.9143 2.4118
H 4.6913 -4.7464 1.4235
H 4.3641 -4.0073 -0.9022
H 5.8160 -0.8178 -1.5819
H 0.0882 3.4014 3.5935
H 0.5090 -1.8360 -5.0700
H 2.5191 0.2084 1.9432
H 5.6456 -1.4776 -5.9406
H -2.2728 -0.9099 -4.2129
H 3.0989 -5.4082 1.5076
H 1.3730 -4.5946 -4.1409
H 3.1813 1.9652 0.3360
H 5.6016 -3.7078 -4.8498
H 1.9588 1.9965 3.9467
H -1.5734 -2.6038 -1.7728
H -0.4033 -5.5600 -5.5499
H 2.3008 -0.2862 -3.5223
H 3.9875 0.2381 -5.2575
H -1.4554 1.9573 6.5976
H -1.8013 -0.9967 1.8285
H 2.4204 -5.1844 -2.1638
H -0.9903 -0.1843 3.9785
H 1.0222 3.0130 5.9771
H 1.0674 1.2230 -5.7934
H -1.3851 -5.1573 0.8457
H -0.5369 -0.2914 5.6799
H 3.9568 -4.2044 -3.1254
H 4.8041 1.4420 -1.4745
H 4.1440 -5.7135 -0.6707
H -2.8041 -3.1271 1.0048
H 0.5638 -1.0342 -6.6455
H -2.8605 1.1548 -2.9183
H 5.1746 -2.5312 0.0363
*
```



Relative energy of each structure, in kJ/mol: entry one 98.2; entry two 84.1; entry three 0.0.